{"formula": "C4H9NOS", "method": "ωB97M-V/def2-TZVPD", "species": ["S", "O", "N", "C", "C", "C", "C", "H", "H", "H", "H", "H", "H", "H", "H", "H"], "positions_angstrom": [[2.001, -0.925, -1.015], [2.017, -1.137, 0.430], [1.902, 0.798, -1.179], [-1.616, 0.999, 0.849], [-1.857, 0.068, 1.993], [0.360, -1.314, -1.743], [-0.803, 1.039, 1.854], [0.446, -2.119, -2.415], [-1.748, -1.070, 1.722], [0.022, 1.495, 2.376], [-2.768, 0.395, 2.596], [2.248, 1.291, -0.383], [-0.482, -1.805, -1.121], [-2.105, 1.456, -0.001], [-0.194, -0.344, -2.122], [2.577, 1.172, -1.840]], "lowdin_charge": [0.801, -0.531, -0.208, -0.075, -0.207, -0.278, -0.104, -0.006, 0.107, 0.095, 0.093, 0.028, 0.075, 0.095, 0.082, 0.034], "e_above_lowest_ev": 5.6796, "spin_multiplicity": 1, "homo_energy_ev": -8.93}